The following is a quantum chemistry calculation of a structure of composition C22H26IMoN4O5, from the Open Molecules 2025 dataset.

Cartesian coordinates (Å):
O -2.723 2.256 -1.097
O -1.234 0.580 -0.822
O 2.367 0.555 3.255
H -0.411 -5.251 -5.369
N 1.572 -0.042 -1.335
C -1.866 1.784 -0.454
H -1.831 -0.799 3.752
H -2.186 -6.684 -4.321
H -3.590 -3.221 -3.632
H -0.649 -3.610 3.791
C 1.563 1.094 -2.070
I 2.545 -2.619 -0.311
C -2.977 -3.665 -2.846
C -1.216 2.276 0.794
C -1.540 -2.396 2.321
C 1.563 0.691 2.413
C 2.631 -0.867 -1.423
H -3.203 -1.046 2.626
N -0.253 1.451 1.186
C 3.725 -0.578 -2.215
H 4.573 0.857 -3.564
C -0.898 -3.480 -4.305
H 0.089 -3.020 -4.290
C -0.714 3.738 2.600
N -1.602 -3.094 -3.037
H -2.363 -5.586 -2.110
C -2.289 -3.379 1.465
H 0.944 3.078 3.844
H -1.626 -3.883 0.761
O 1.447 -0.199 1.337
O -0.965 -1.327 1.266
C -1.489 3.446 1.477
H 2.578 2.367 -3.442
H -2.870 -5.286 -5.117
H -2.892 -2.190 3.926
C -2.910 -5.177 -2.964
H 4.562 -1.261 -2.258
C -2.413 -1.533 3.196
H -1.481 -3.033 -5.112
C 0.509 1.731 2.239
H -3.123 -2.909 0.946
H -2.278 4.103 1.133
C 3.723 0.603 -2.943
C -0.312 -2.939 2.998
H -0.189 -5.391 -3.634
H -3.348 -3.322 -1.881
C 2.622 1.448 -2.875
Mo 0.006 -0.434 0.149
H 0.280 -2.154 3.467
H -2.699 -4.142 2.131
H -3.929 -5.562 -2.903
H -0.899 4.645 3.162
C -0.854 -4.994 -4.407
H 0.307 -3.519 2.314
C -2.249 -5.598 -4.273
C -1.024 -2.438 -2.125
H 0.676 1.709 -2.005
C 0.310 2.874 2.991
N -0.484 -1.846 -1.266

Properties
DFT total energy in Ha: -1814.1116
Relative energy (zero: lowest compared OMol25 entry of this formula, charge and spin) in kJ/mol: 58.5
Net charge: +3
Frontier orbital gap in eV: 6.128

---

The following is a quantum chemistry calculation of the molecule C5H3ClO2 in a non-equilibrium geometry, from the Open Molecules 2025 dataset.

Cartesian coordinates (Å):
C 0.130 -1.174 -0.161
O 0.090 -2.104 -0.938
C 1.484 -0.671 0.265
H -1.120 -0.137 1.352
C -0.757 1.019 -0.277
C -0.484 2.170 -0.634
C -0.964 -0.330 0.293
O 2.625 -1.076 -0.092
H 1.524 0.340 0.752
Cl -2.436 -1.272 -0.075
H -0.091 3.236 -0.485

Properties
DFT total energy in Ha: -802.8517
Structure (SMILES): C#C[C@@H](Cl)C(=O)C=O
Relative energy (zero: lowest compared OMol25 entry of this formula, charge and spin) in kJ/mol: 327.4
Frontier orbital gap in eV: 8.954

---

The following is a quantum chemistry calculation of a structure of composition C34H45As2N5OSTi, from the Open Molecules 2025 dataset.

Cartesian coordinates (Å):
H 1.083 2.976 -2.243
H -2.288 1.719 5.739
O -1.749 -0.011 0.938
H 2.011 -6.530 2.426
C -1.786 2.368 -1.772
H -4.358 4.482 -2.284
C 1.973 -0.684 0.245
H 4.567 -0.947 -3.406
H 1.273 1.010 -4.618
C -1.634 -1.815 4.311
C 2.063 -3.209 3.068
C 0.821 1.369 -3.692
C -3.292 2.347 -3.680
C -1.766 4.325 -3.232
H -3.750 2.227 1.973
H -3.429 -1.261 2.252
H -1.267 4.932 -2.476
H 3.403 -4.832 3.522
C 2.803 0.337 4.005
H -3.263 4.469 -0.907
C -3.712 3.844 -1.682
N -1.120 1.686 -1.127
C 4.629 -1.003 4.815
C -2.756 0.490 1.525
C -2.646 -1.614 5.242
H -1.467 -0.714 -3.107
C 2.280 2.527 0.739
N 1.057 2.032 0.959
C 2.811 -2.076 3.667
As 0.550 -0.995 2.601
C 1.527 2.618 -3.174
H 1.457 3.421 -3.907
H -1.422 -2.816 3.955
H -0.877 -3.563 1.354
H 0.980 4.689 2.809
H 0.048 -2.881 -1.497
C 4.033 -2.157 4.322
C 2.472 3.708 1.453
H -0.479 2.740 2.130
H 2.326 1.304 3.888
C 4.024 0.239 4.660
H -3.899 1.556 -3.239
H -1.195 -1.790 -0.847
C -0.590 -1.328 -2.900
C -2.121 0.735 5.318
C 2.476 -4.536 3.050
H 2.964 2.010 0.086
C -0.843 -2.305 -1.753
H -2.504 2.352 0.803
H -0.478 1.374 4.105
C 1.289 3.911 2.129
C 2.210 -0.818 3.525
H 2.192 -1.496 -4.030
As 0.888 -0.134 -2.446
H -2.412 4.977 -3.818
H 4.524 -3.112 4.461
S 3.274 -1.440 0.356
N -3.652 -0.290 2.103
H -0.115 -5.916 1.344
H -1.627 -3.016 -2.010
C 0.848 -2.876 2.453
C 0.063 -3.830 1.825
H -3.224 -2.457 5.598
H 5.577 -1.073 5.332
H -0.332 -1.853 -3.820
H -4.336 3.075 -1.227
C -0.873 -0.734 3.879
N 0.467 2.897 1.814
H 3.662 0.492 -3.827
H -3.942 2.973 -4.289
C 2.455 -1.132 -3.035
C -2.640 3.232 -2.601
H -3.671 -0.191 6.479
H 4.503 1.125 5.055
C 1.688 -5.498 2.429
C -2.895 -0.341 5.740
H 2.587 2.440 -2.996
H -0.230 1.556 -3.910
H 4.003 0.131 -2.134
H -4.469 0.079 2.564
H 3.350 4.330 1.478
H -2.545 1.904 -4.340
C 3.738 -0.312 -3.096
C 0.488 -5.153 1.817
Ti 0.100 0.293 0.138
C -1.111 0.539 4.387
H -1.017 3.904 -3.902
N -2.918 1.833 1.562
H 2.548 -2.011 -2.397

Properties
DFT total energy in Ha: -7389.9938
Relative energy (zero: lowest compared OMol25 entry of this formula, charge and spin) in kJ/mol: 58.0
Spin multiplicity: 2
Net charge: +3
Frontier orbital gap (spin up / spin down) in eV: 6.410 / 6.121

---

The following is a quantum chemistry calculation of a structure of composition C19H24AsBr4N2O4PtS6 in a non-equilibrium geometry, from the Open Molecules 2025 dataset.

Cartesian coordinates (Å):
C -0.119 -4.413 0.441
H 4.456 0.726 -0.105
H -5.256 0.304 0.208
H -3.187 1.877 -2.371
S 3.753 4.193 -0.131
H 4.388 -2.264 -2.300
C 1.502 5.488 -0.238
H -3.898 1.725 1.832
H -0.070 7.552 1.167
N -2.088 -0.180 0.074
O -2.053 -3.238 -0.343
C -4.435 0.342 -0.477
O 0.440 -0.267 2.443
C -1.782 0.531 -1.220
C 3.256 -1.854 1.385
C 4.385 -2.302 -1.215
Br -2.279 -8.401 -0.713
C 3.416 0.552 -0.459
H 2.497 -1.342 1.971
H 3.244 0.858 -1.465
C -2.770 1.703 -1.400
O 0.578 -0.510 1.180
H -2.137 2.626 -1.259
C 0.517 -5.667 0.580
Br 0.770 -8.391 0.495
H 0.277 8.221 -0.535
S -0.167 5.786 -0.449
C -3.490 -0.759 0.031
H -1.955 0.483 2.086
H 5.346 -1.907 -0.895
H -0.731 0.726 -1.171
H 4.278 -3.384 -0.939
H -2.887 2.894 1.048
O 0.391 -3.329 0.922
H -3.532 -1.618 -0.599
C 2.106 4.335 -0.727
C -0.168 -6.808 0.268
C -2.040 0.907 1.122
H -4.834 0.150 -1.484
S 1.358 3.171 -1.631
H 2.646 1.145 0.121
H -1.346 7.815 -0.044
H 4.281 -1.514 1.700
H 3.126 -2.955 1.507
C 3.932 5.687 0.692
N -3.823 1.638 -0.365
C -2.108 -5.601 -0.485
As 2.977 -1.275 -0.402
Pt -0.792 -1.702 0.458
S 5.214 6.115 1.602
H -1.863 -0.214 -1.994
H -3.715 -1.038 1.069
S 2.470 6.613 0.678
C -1.499 -6.807 -0.253
C -3.231 1.822 0.956
H -1.119 1.505 0.963
Br -3.864 -5.394 -1.172
C -1.427 -4.374 -0.194
S 1.143 -1.864 -1.440
C -0.285 7.540 0.088
Br 2.201 -5.656 1.386

Properties
DFT total energy in Ha: -16188.6834
Relative energy (zero: lowest compared OMol25 entry of this formula, charge and spin) in kJ/mol: 0.0
Spin multiplicity: 5
Net charge: +1
Frontier orbital gap (spin up / spin down) in eV: 7.576 / 5.650

---

The following is a quantum chemistry calculation of a cluster of 2 separate species, C8H16N2 in total in a non-equilibrium geometry, from the Open Molecules 2025 dataset.

Cartesian coordinates (Å):
H 0.218 1.933 -1.037
H 2.179 2.551 1.235
C 0.706 1.738 -0.077
H 1.660 3.651 -0.028
N 1.431 -1.744 -0.648
N 1.559 -0.391 1.069
H -1.473 0.101 -0.845
H 0.677 -0.279 -2.078
H 0.036 1.958 0.770
H -3.748 -0.850 -1.404
H 1.524 -2.608 -1.159
C 0.994 0.302 0.028
H -3.739 0.754 -1.653
C -3.618 0.070 -0.808
H -2.008 -0.550 1.944
H -3.049 -1.538 1.207
H -1.368 -1.665 0.677
C -2.275 0.137 -0.102
H -2.085 1.200 0.154
C -2.156 -0.942 0.924
C 1.944 2.619 0.169
C 0.896 -0.537 -1.055
H 2.854 2.349 -0.353
C 1.821 -1.602 0.663
H -4.481 0.057 -0.141
H 2.073 -2.496 1.205

Properties
DFT total energy in Ha: -423.9025
Structure (SMILES): CCc1c[nH]cn1.CCC
Relative energy (zero: lowest compared OMol25 entry of this formula, charge and spin) in kJ/mol: 97.4
Frontier orbital gap in eV: 9.303

---

The following is a quantum chemistry calculation of a structure of composition C47H38ClF5O2P2S2Y in a non-equilibrium geometry, from the Open Molecules 2025 dataset.

Cartesian coordinates (Å):
C 0.045 -6.146 2.119
H 4.392 0.423 -1.255
C -0.025 -3.962 1.104
C -4.770 -2.180 1.896
H -5.763 -2.044 1.489
C -2.981 2.150 2.121
C -3.862 1.585 4.287
C -3.195 0.045 -1.507
C -1.888 -4.800 -2.768
H -3.847 -2.229 -0.032
O 2.253 -0.998 -0.405
Y 0.404 0.169 0.702
H -5.041 1.842 0.671
H 3.826 -2.041 0.460
H 3.674 -0.761 -3.184
H 3.148 -5.139 1.214
C 1.420 -6.185 1.936
P -0.922 -2.513 0.492
C -4.136 3.813 3.419
F 3.916 4.445 0.166
C 2.889 3.738 -3.210
H -4.015 0.856 5.072
C -2.399 -2.449 1.549
H -0.642 -0.130 3.588
C -1.641 -2.113 -2.213
H -1.750 -5.016 1.845
H -1.233 -2.719 3.344
F 3.108 4.198 -4.437
C -5.528 -0.113 -2.047
F 0.963 1.171 -1.576
H 1.989 -2.632 -1.658
H -3.319 4.178 1.474
C 2.445 2.759 -0.590
C -4.210 -0.436 -2.326
C -3.680 -2.270 1.038
C -1.727 3.227 -1.609
P -2.154 1.577 0.633
H 0.690 1.027 3.582
C -4.334 2.881 4.431
H -2.343 2.551 -2.186
H -2.812 0.213 3.024
S 2.142 2.174 1.049
C -0.743 3.965 0.457
C -3.465 0.892 -0.434
H -6.846 0.951 -0.732
F 4.326 5.356 -2.303
H -0.568 3.852 1.521
F 1.423 2.083 -4.029
C 1.354 -4.003 0.935
C -4.589 -2.294 3.266
H 1.870 -3.155 0.504
H -6.323 -0.490 -2.676
C -1.881 -2.521 -3.518
H -1.262 4.389 -3.342
H 1.497 -1.055 -2.313
C -1.547 3.060 -0.237
H -4.505 4.823 3.530
H 4.147 -2.316 -2.522
C 1.844 2.218 -1.714
C -3.314 -2.493 3.782
C -2.222 -2.553 2.932
C 2.075 -5.114 1.344
H 5.465 -0.964 -1.052
C 3.613 -1.034 0.091
C -0.678 -5.037 1.703
H -0.465 -6.978 2.584
H 0.492 5.704 0.342
C -5.819 0.699 -0.959
C -3.466 3.449 2.262
H -1.944 -1.776 -4.299
C 3.681 -1.362 -2.278
C -0.313 5.172 -1.579
H -5.439 -2.232 3.931
H -2.191 -4.203 -4.806
C -3.180 1.223 3.136
H 3.674 -0.316 0.908
C -0.135 5.016 -0.209
H 1.984 -7.048 2.262
C 4.423 -0.659 -1.132
C -1.610 -4.380 -1.476
O -1.254 0.239 -3.308
H 0.167 5.993 -2.096
H -3.168 -2.603 4.848
H -1.986 -5.856 -2.978
C 0.207 0.233 3.012
S -1.519 -0.348 -1.976
C -4.797 1.203 -0.168
C 3.512 4.324 -2.118
H -3.971 -1.059 -3.177
H -1.470 -5.121 -0.700
C -1.469 -3.026 -1.171
C -2.007 -3.874 -3.793
C 2.259 -1.576 -1.736
H -4.858 3.171 5.333
Cl 1.431 -1.177 2.942
C -1.109 4.277 -2.277
C 2.038 2.665 -3.006
C 3.290 3.836 -0.839

Properties
DFT total energy in Ha: -4441.0919
Net charge: +1
Frontier orbital gap in eV: 7.547

---

The following is a quantum chemistry calculation of the molecule C3H7NOS2 in a non-equilibrium geometry, from the Open Molecules 2025 dataset.

Cartesian coordinates (Å):
C 0.193 1.743 1.660
H -1.144 -3.121 0.632
H 1.370 1.349 -1.316
H -1.670 -2.310 -0.880
C -0.985 -2.322 -0.089
H -0.426 1.074 2.158
H -0.154 -2.447 -0.702
C 0.134 0.037 0.001
N 0.506 1.316 0.344
H -0.219 2.752 1.615
S 0.364 -0.465 -1.675
S -0.723 -0.944 1.039
H 1.158 1.755 2.163
O 0.904 2.193 -0.667

Properties
DFT total energy in Ha: -1044.7583
Structure (SMILES): CSC(=S)N(C)O
Relative energy (zero: lowest compared OMol25 entry of this formula, charge and spin) in kJ/mol: 378.2
Frontier orbital gap in eV: 9.105

---

The following is a quantum chemistry calculation of a cluster of 2 separate species, C2H6N3S2 in total in a non-equilibrium geometry, from the Open Molecules 2025 dataset.

Cartesian coordinates (Å):
H 4.540 -2.175 -0.110
C -0.527 0.769 -1.237
S -3.852 -0.215 0.270
H 3.824 -2.006 1.306
N -2.596 0.586 -0.134
C -1.991 1.741 0.558
H -2.005 1.489 1.642
N 3.674 -2.227 0.342
H 3.322 -3.174 0.247
H 0.345 0.553 -1.880
N -1.623 0.135 -1.226
H -2.769 2.403 0.396
S -0.344 2.120 -0.175

Properties
DFT total energy in Ha: -1040.0188
Relative energy (zero: lowest compared OMol25 entry of this formula, charge and spin) in kJ/mol: 199.7
Spin multiplicity: 3
Net charge: +1
Frontier orbital gap (spin up / spin down) in eV: 8.664 / 3.647

---

The following is a quantum chemistry calculation of a structure of composition C2H4ClN5 in a non-equilibrium geometry, from the Open Molecules 2025 dataset.

Cartesian coordinates (Å):
H 3.220 -0.294 1.168
H 3.345 0.287 -0.599
N -1.902 0.067 -0.068
H -2.651 -1.654 -0.119
C 0.282 -0.746 0.032
H 1.893 -2.049 -0.110
N -0.672 -1.752 0.043
C -0.603 0.324 -0.144
N 2.654 -0.112 0.159
N 1.610 -1.034 -0.320
N -1.785 -1.183 0.196
Cl -0.189 2.019 0.015

Properties
DFT total energy in Ha: -812.4497
Relative energy (zero: lowest compared OMol25 entry of this formula, charge and spin) in kJ/mol: 201.5
Frontier orbital gap in eV: 9.652

---

The following is a quantum chemistry calculation of the molecule C2H3N3O, from the Open Molecules 2025 dataset.

Cartesian coordinates (Å):
C -0.709 1.428 0.733
C 0.279 -0.599 -0.245
N -0.785 0.350 -0.161
H 1.270 -2.035 0.437
H -0.547 2.496 0.724
H 0.317 -0.096 -2.091
O 0.771 -0.714 -1.500
N 0.600 -1.329 0.727
N -1.209 0.508 1.389

Properties
DFT total energy in Ha: -317.3997
Structure (SMILES): [H]/N=C(\O)N1C=N1
Relative energy (zero: lowest compared OMol25 entry of this formula, charge and spin) in kJ/mol: 348.2
Frontier orbital gap in eV: 10.583

---

The following is a quantum chemistry calculation of a cluster of 2 separate species, C15H26BBrN2O9P in total in a non-equilibrium geometry, from the Open Molecules 2025 dataset.

Cartesian coordinates (Å):
O 2.998 -0.306 2.481
H 5.730 -3.309 2.477
C 1.775 -0.616 1.958
C -1.421 0.916 -2.108
C -0.653 2.143 -2.627
B 4.257 -2.362 3.302
H 0.970 -1.609 3.637
H -0.880 -0.892 1.824
H -3.139 3.296 0.916
C -0.440 -0.172 -1.672
C 4.072 -1.222 2.158
H -0.115 1.853 -3.528
H -2.863 0.993 -3.792
H 3.050 -3.148 4.556
H -1.763 4.107 -0.919
C -0.413 -4.000 1.071
C -3.868 2.939 0.188
O 6.914 -0.445 3.755
C -2.413 3.709 -1.705
H -1.575 -0.160 -3.978
H -4.646 1.116 -2.054
H -4.564 3.754 0.012
H -2.177 3.154 -3.789
H -5.309 2.703 -1.775
C -3.227 2.531 -1.140
H -3.108 4.505 -1.968
O 5.144 -3.388 3.239
H 0.104 2.433 -1.890
P 3.753 -2.008 0.424
H -0.927 4.204 -3.175
C 0.978 -1.778 2.554
N -2.309 1.344 -0.965
H 1.559 -2.691 2.398
H -0.961 -1.029 -1.244
H -1.052 -2.381 2.746
H 0.124 -0.523 -2.533
O -0.427 -2.658 0.796
O 4.329 -3.536 0.606
H -1.248 -4.386 1.673
O 3.433 -2.273 4.415
O -1.688 1.420 0.062
O 1.306 0.036 1.069
C -0.433 -1.867 1.997
C -2.246 0.283 -3.247
N 5.273 -0.347 2.027
C -1.551 3.347 -2.916
H -2.891 -0.512 -2.871
H 0.285 0.185 -0.943
H -4.223 2.462 -3.115
O 0.454 -4.692 0.640
H -4.422 2.110 0.631
C 6.059 -0.365 2.981
H 3.620 -4.141 0.353
C -4.408 2.179 -2.081
Br 5.174 -0.905 -0.911

Properties
DFT total energy in Ha: -4313.8357
Net charge: +1
Frontier orbital gap in eV: 4.651